The following is a DFT calculation (ωB97M-V/def2-TZVPD) of 8 unconnected molecules or ions with the total composition C32H64O24 in a non-equilibrium geometry.

Results
* energy relative to the best compared isomer or geometry (same formula, charge and spin): 332.1 kJ/mol
* total charge: 0
* frontier orbital gap: 10.64 eV
* electronic energy: -83360.0863 eV

Last column: Mulliken charge in e.
CARTESIAN COORDINATES (ANGSTROEM)
C: -3.93 1.53 4.48  -1.387
C: -2.44 1.83 4.68  0.353
O: -2.13 2.23 6.04  -0.310
C: -2.30 3.53 6.43  0.737
O: -2.88 4.44 5.80  -0.599
O: -1.71 3.71 7.61  -0.315
C: -1.83 5.03 8.21  -0.662
H: -4.23 0.76 5.19  0.353
H: -4.03 1.19 3.45  0.315
H: -4.52 2.40 4.76  0.410
H: -2.22 2.68 4.03  0.376
H: -1.92 0.91 4.43  -0.068
H: -2.83 5.11 8.61  0.310
H: -1.54 5.84 7.54  0.296
H: -1.20 4.99 9.10  0.240
C: -2.05 -1.22 1.93  -0.457
C: -2.07 -0.76 0.50  -0.509
O: -0.79 -1.12 0.04  0.312
C: -0.23 -0.36 -1.05  0.394
O: -0.84 0.43 -1.73  -0.643
O: 0.99 -0.71 -1.38  -0.385
C: 1.67 -1.77 -0.68  0.847
H: -2.94 -0.87 2.45  0.533
H: -1.18 -0.85 2.48  -0.152
H: -2.01 -2.31 1.97  -0.155
H: -2.31 0.30 0.59  0.319
H: -2.95 -1.15 -0.01  0.305
H: 1.95 -1.51 0.35  -0.263
H: 2.64 -1.91 -1.17  0.184
H: 1.11 -2.70 -0.66  -0.557
C: -2.95 -1.84 -4.55  -1.177
C: -2.43 -0.50 -4.17  0.477
O: -2.80 0.54 -5.08  -0.390
C: -3.98 1.21 -5.01  0.756
O: -4.82 1.17 -4.18  -0.583
O: -4.11 1.87 -6.13  -0.344
C: -5.19 2.72 -6.36  -0.676
H: -3.79 -1.94 -3.86  0.354
H: -2.27 -2.70 -4.52  0.141
H: -3.38 -1.78 -5.55  0.390
H: -1.34 -0.60 -4.13  0.219
H: -2.68 -0.33 -3.12  0.079
H: -6.10 2.38 -5.87  0.316
H: -5.33 3.01 -7.41  0.250
H: -4.85 3.64 -5.89  0.254
C: 1.11 2.33 0.43  -1.899
C: 1.79 1.53 1.49  1.315
O: 1.09 1.62 2.72  -0.165
C: 1.61 1.19 3.89  0.581
O: 2.76 0.88 4.07  -0.578
O: 0.66 1.34 4.79  -0.046
C: 0.82 0.76 6.01  -0.834
H: 1.14 3.36 0.79  0.567
H: 0.09 1.98 0.26  0.311
H: 1.60 2.40 -0.54  0.508
H: 2.77 2.02 1.55  -0.380
H: 1.92 0.49 1.22  -0.355
H: 0.72 -0.32 5.90  0.304
H: 0.03 1.03 6.70  0.198
H: 1.76 0.96 6.53  0.392
C: -1.10 4.94 -1.32  -0.911
C: -0.68 4.18 -2.63  -0.055
O: -1.57 4.36 -3.69  -0.260
C: -1.18 5.23 -4.64  0.650
O: -0.11 5.87 -4.62  -0.609
O: -2.13 5.23 -5.53  -0.257
C: -2.01 6.05 -6.69  -0.713
H: -1.15 6.00 -1.54  0.369
H: -0.32 4.71 -0.59  0.154
H: -2.07 4.51 -1.11  0.293
H: -0.68 3.10 -2.47  0.072
H: 0.34 4.26 -3.00  0.441
H: -1.22 5.68 -7.34  0.330
H: -1.86 7.12 -6.51  0.314
H: -2.94 5.93 -7.26  0.227
C: -2.13 -5.27 1.77  -1.135
C: -0.72 -5.02 1.11  -0.324
O: -0.03 -3.86 1.51  -0.037
C: 0.79 -3.87 2.51  0.604
O: 0.97 -4.81 3.30  -0.636
O: 1.38 -2.66 2.64  -0.061
C: 2.16 -2.34 3.78  -0.166
H: -2.20 -4.61 2.64  0.266
H: -2.26 -6.29 2.11  0.318
H: -2.94 -5.04 1.08  0.321
H: -0.78 -4.97 0.02  0.212
H: -0.20 -5.95 1.35  0.432
H: 1.63 -1.51 4.25  -0.330
H: 3.08 -1.91 3.37  0.168
H: 2.35 -3.19 4.43  0.427
C: 2.80 -5.31 -1.40  -1.174
C: 1.88 -4.66 -2.45  0.311
O: 1.40 -5.50 -3.50  -0.342
C: 0.37 -5.22 -4.21  0.760
O: -0.18 -4.13 -4.35  -0.589
O: -0.14 -6.34 -4.70  -0.359
C: -1.27 -6.29 -5.56  -0.682
H: 2.30 -6.08 -0.81  0.312
H: 3.15 -4.55 -0.69  0.264
H: 3.69 -5.73 -1.87  0.400
H: 2.32 -3.75 -2.84  0.301
H: 0.99 -4.33 -1.92  -0.059
H: -2.19 -6.11 -5.02  0.284
H: -1.33 -7.22 -6.13  0.250
H: -1.26 -5.52 -6.33  0.316
C: 6.27 1.38 3.34  -1.375
C: 5.32 1.21 2.10  0.596
O: 6.15 0.86 0.96  -0.273
C: 5.70 0.22 -0.11  0.671
O: 4.56 -0.27 -0.26  -0.456
O: 6.80 0.05 -0.94  -0.345
C: 6.63 -0.71 -2.10  -0.592
H: 6.82 0.45 3.45  0.353
H: 5.73 1.62 4.26  0.357
H: 6.96 2.20 3.18  0.359
H: 4.68 2.06 1.86  0.115
H: 4.59 0.43 2.30  -0.075
H: 6.32 -0.06 -2.92  0.271
H: 5.87 -1.48 -1.94  0.239
H: 7.59 -1.20 -2.27  0.246